1.
This record from the OMol25 dataset describes a cluster of 6 separate species, C36H86N6O7 in total in a non-equilibrium geometry. The level of theory is the ωB97M-V functional and the def2-TZVPD basis.

Values from the calculation:
Relative energy (zero: lowest compared OMol25 entry of this formula, charge and spin) ... 0.153 eV
HOMO-LUMO gap ... 0.3218 hartree
Structure (SMILES) ... CC1(C)CCCC(C)(C)N1O.CC1(C)CCCC(C)(C)N1O.COC[C@H](C)N.COC[C@H](C)N.COC[C@H](C)N.COCCNCCOC
Strongest force on any atom ... 3.9 eV/Å

The geometry in ORCA input format:
```
! wB97M-V def2-TZVPD RIJCOSX def2/J DEFGRID3
* xyz 0 1
C -3.52 1.52 -4.73
C -3.08 1.39 -6.25
C -3.08 -0.04 -6.67
C -4.27 1.93 -7.16
C -4.20 3.42 -7.30
C -2.78 3.93 -7.75
C -1.59 3.43 -6.84
C -0.25 3.53 -7.67
C -1.44 4.39 -5.61
N -1.72 2.02 -6.54
O -0.71 1.36 -5.81
H -3.91 2.49 -4.42
H -4.33 0.81 -4.59
H -2.90 1.17 -3.91
H -4.02 -0.54 -6.95
H -2.56 0.04 -7.62
H -2.39 -0.51 -5.97
H -4.29 1.34 -8.07
H -5.18 1.52 -6.72
H -5.05 3.80 -7.87
H -4.35 3.74 -6.26
H -2.81 5.01 -7.93
H -2.53 3.54 -8.73
H 0.67 3.37 -7.12
H -0.28 4.51 -8.16
H -0.26 2.80 -8.49
H -0.58 4.16 -4.98
H -2.37 4.12 -5.13
H -1.42 5.42 -5.97
H -0.14 0.96 -6.47
C 0.29 -5.80 4.50
C 0.59 -4.37 4.97
C -0.86 -3.78 5.16
C 1.38 -4.36 6.40
C 2.88 -4.69 6.31
C 3.65 -3.84 5.27
C 2.92 -3.76 3.86
C 3.55 -2.50 3.13
C 3.29 -4.98 3.02
N 1.49 -3.52 3.99
O 0.83 -3.24 2.77
H 1.14 -6.47 4.37
H -0.44 -6.24 5.18
H -0.17 -5.78 3.51
H -1.49 -3.90 4.28
H -1.38 -4.12 6.05
H -0.74 -2.73 5.42
H 1.35 -3.38 6.89
H 0.89 -5.13 7.01
H 3.36 -4.58 7.29
H 2.87 -5.77 6.16
H 4.63 -4.28 5.10
H 3.59 -2.82 5.65
H 3.23 -1.57 3.61
H 3.26 -2.28 2.10
H 4.64 -2.55 3.11
H 4.37 -5.14 2.92
H 2.81 -4.68 2.09
H 2.81 -5.82 3.53
H 0.49 -2.37 2.99
C -0.56 1.52 -2.08
O 0.75 2.01 -1.60
C 1.67 0.95 -1.01
C 1.15 0.29 0.25
C 2.17 0.14 1.32
N 0.68 -1.05 -0.03
H -1.33 1.71 -1.33
H -0.55 0.44 -2.19
H -0.77 2.00 -3.04
H 1.89 0.33 -1.88
H 2.65 1.42 -0.90
H 0.18 0.64 0.58
H 1.74 -0.35 2.20
H 2.50 1.12 1.65
H 2.99 -0.47 0.95
H -0.03 -1.20 0.68
H 1.45 -1.70 0.04
C -2.15 4.27 0.50
O -2.83 3.26 1.25
C -4.15 3.65 1.72
C -5.23 4.27 0.84
C -6.58 4.33 1.62
N -5.41 3.50 -0.47
H -1.30 3.80 0.01
H -1.92 5.02 1.25
H -2.83 4.65 -0.27
H -4.47 2.73 2.22
H -4.06 4.31 2.58
H -5.08 5.31 0.55
H -7.50 4.44 1.04
H -6.51 5.06 2.43
H -6.73 3.38 2.13
H -6.05 3.97 -1.10
H -4.53 3.43 -0.96
C 7.82 -1.88 -3.51
O 6.55 -1.29 -3.31
C 5.57 -2.07 -2.76
C 5.93 -2.61 -1.39
C 4.78 -3.24 -0.55
N 6.55 -1.58 -0.50
H 8.44 -1.36 -4.24
H 7.69 -2.94 -3.74
H 8.43 -1.94 -2.61
H 4.73 -1.37 -2.76
H 5.22 -2.93 -3.34
H 6.65 -3.44 -1.36
H 5.12 -3.52 0.45
H 4.36 -4.02 -1.18
H 3.97 -2.54 -0.36
H 5.93 -0.87 -0.12
H 7.06 -1.09 -1.22
C -2.39 -2.54 1.39
O -2.73 -1.59 2.45
C -2.40 -0.31 2.26
C -2.14 0.30 3.66
N -2.29 1.72 3.71
C -1.03 2.41 3.70
C -0.09 2.09 4.94
O 0.87 1.08 4.49
C 1.95 1.11 5.41
H -3.18 -2.70 0.66
H -2.22 -3.57 1.72
H -1.50 -2.27 0.82
H -3.07 0.35 1.70
H -1.45 -0.20 1.75
H -1.34 -0.16 4.23
H -3.03 -0.11 4.14
H -2.75 1.93 2.84
H -1.18 3.47 3.90
H -0.60 2.25 2.71
H -0.61 1.65 5.79
H 0.43 3.01 5.20
H 2.50 2.05 5.36
H 2.70 0.32 5.31
H 1.60 1.01 6.44
*
```

***

2.
This record from the OMol25 dataset describes a cluster of 8 separate species, C36H87F3N8O8 in total in a non-equilibrium geometry. The level of theory is the ωB97M-V functional and the def2-TZVPD basis.

Values from the calculation:
HOMO-LUMO gap ... 0.3449 hartree
Structure (SMILES) ... O=C1NCC[C@H]1CCC(F)=C(F)F.COC[C@@H](C)N.COC[C@@H](C)N.COC[C@@H](C)N.COC[C@@H](C)N.COC[C@@H](C)N.COC[C@@H](C)N.COC[C@@H](C)N
Strongest force on any atom ... 3.6 eV/Å

The geometry in ORCA input format:
```
! wB97M-V def2-TZVPD RIJCOSX def2/J DEFGRID3
* xyz 0 1
O 3.67 -3.09 2.55
C 3.53 -2.19 1.70
N 4.27 -2.26 0.43
C 3.83 -1.15 -0.47
C 3.46 -0.02 0.60
C 2.63 -0.87 1.69
C 1.27 -1.19 0.90
C -0.01 -1.42 1.83
C -1.19 -1.92 0.85
F -1.43 -3.30 0.69
C -1.91 -0.93 0.17
F -3.19 -1.19 -0.36
F -1.42 0.37 -0.07
H 4.12 -3.21 0.04
H 4.58 -0.74 -1.23
H 3.02 -1.57 -1.15
H 4.40 0.53 0.97
H 2.89 0.85 0.12
H 2.57 -0.29 2.67
H 1.05 -0.33 0.18
H 1.39 -2.14 0.26
H -0.28 -0.45 2.36
H 0.19 -2.22 2.62
C -0.82 -1.77 5.56
O 0.33 -2.57 5.38
C 0.90 -3.07 6.59
C 0.22 -4.35 7.13
C -1.11 -4.08 7.82
N 0.02 -5.34 6.07
H -0.78 -1.17 6.48
H -1.72 -2.39 5.56
H -0.90 -1.09 4.71
H 1.94 -3.32 6.34
H 0.95 -2.29 7.35
H 0.89 -4.78 7.88
H -1.92 -3.87 7.11
H -1.42 -4.96 8.40
H -1.03 -3.24 8.51
H 0.92 -5.59 5.67
H -0.46 -4.87 5.30
C 4.95 -0.72 8.62
O 3.67 -0.94 8.04
C 2.72 0.09 8.30
C 2.83 1.30 7.34
C 3.99 2.23 7.67
N 2.95 0.88 5.94
H 4.88 -0.21 9.58
H 5.58 -0.16 7.93
H 5.42 -1.69 8.77
H 1.74 -0.37 8.14
H 2.76 0.40 9.35
H 1.91 1.88 7.45
H 4.96 1.82 7.37
H 3.87 3.19 7.15
H 4.03 2.45 8.75
H 2.12 0.33 5.70
H 3.70 0.20 5.89
C 5.01 3.08 -3.06
O 3.87 2.41 -2.56
C 2.71 3.23 -2.44
C 1.91 3.39 -3.75
C 2.55 4.36 -4.74
N 1.71 2.10 -4.42
H 5.06 4.12 -2.74
H 5.03 3.02 -4.15
H 5.90 2.56 -2.69
H 2.06 2.73 -1.72
H 2.97 4.21 -2.01
H 0.93 3.80 -3.49
H 3.42 3.94 -5.24
H 1.84 4.64 -5.52
H 2.86 5.29 -4.24
H 1.20 1.49 -3.79
H 2.62 1.65 -4.50
C -7.96 2.06 -0.73
O -6.62 1.62 -0.60
C -6.30 0.47 -1.37
C -5.95 0.77 -2.85
C -7.18 1.05 -3.71
N -5.01 1.89 -2.96
H -8.66 1.23 -0.86
H -8.05 2.76 -1.57
H -8.23 2.60 0.18
H -5.41 0.04 -0.90
H -7.09 -0.29 -1.29
H -5.47 -0.13 -3.26
H -7.59 2.05 -3.54
H -6.91 1.00 -4.77
H -7.97 0.32 -3.53
H -4.16 1.65 -2.46
H -5.40 2.66 -2.43
C 3.97 -9.39 -0.70
O 4.05 -8.36 0.27
C 5.23 -7.57 0.19
C 5.17 -6.44 -0.85
C 5.36 -6.93 -2.29
N 3.92 -5.69 -0.77
H 4.94 -9.82 -0.93
H 3.49 -9.01 -1.61
H 3.33 -10.18 -0.30
H 5.34 -7.11 1.18
H 6.11 -8.20 0.05
H 6.00 -5.75 -0.64
H 4.47 -7.42 -2.68
H 5.57 -6.08 -2.95
H 6.20 -7.62 -2.36
H 3.84 -5.28 0.17
H 3.15 -6.36 -0.80
C -7.51 8.60 -0.38
O -6.39 7.73 -0.32
C -6.33 6.95 0.87
C -7.19 5.67 0.83
C -8.68 5.94 1.05
N -7.02 4.93 -0.42
H -7.78 9.00 0.60
H -8.36 8.09 -0.84
H -7.24 9.44 -1.03
H -5.28 6.64 0.96
H -6.55 7.56 1.75
H -6.86 5.03 1.65
H -9.16 6.37 0.16
H -9.20 5.01 1.27
H -8.84 6.62 1.89
H -6.04 4.67 -0.52
H -7.16 5.60 -1.19
C 0.11 0.77 -11.07
O 0.73 1.78 -10.30
C 0.31 1.83 -8.94
C 1.03 0.83 -8.01
C 0.53 -0.60 -8.15
N 2.48 0.85 -8.22
H -0.92 0.60 -10.77
H 0.69 -0.16 -11.00
H 0.13 1.08 -12.11
H 0.55 2.84 -8.59
H -0.78 1.74 -8.86
H 0.83 1.14 -6.98
H 0.89 -1.08 -9.06
H 0.88 -1.21 -7.31
H -0.56 -0.63 -8.16
H 2.83 1.79 -8.03
H 2.65 0.74 -9.22
*
```